1.
C16H32Cl12GaNO2 as an isolated structure at a distorted geometry. Source: the OMol25 dataset; level of theory: ωB97M-V with the def2-TZVPD basis set.

Element x y z (Å)
Ga1 0.87 -4.90 -0.98
Cl1 0.93 1.50 6.67
Cl2 2.15 4.66 7.16
Cl3 -0.23 2.62 1.85
Cl4 -4.03 -0.53 -7.08
Cl5 -6.45 -2.38 -8.62
Cl6 3.04 2.93 -1.18
Cl7 1.99 4.74 3.36
Cl8 3.31 -2.94 2.31
Cl9 2.62 0.15 1.02
Cl10 5.10 3.22 1.53
Cl11 -2.95 -0.31 -4.07
Cl12 -3.30 -2.96 -1.94
O1 -1.37 -6.34 0.67
O2 -0.74 -7.47 -1.36
N1 0.26 -1.06 -2.95
C1 0.07 -1.42 -0.40
C2 -0.55 -6.40 -0.55
C3 -6.25 -0.61 -8.70
C4 0.14 2.72 3.59
C5 4.19 4.52 0.73
C6 1.86 2.08 8.07
C7 1.55 3.54 8.40
C8 2.86 4.04 0.19
C9 -4.16 -2.70 -3.48
C10 0.13 -2.01 -1.93
C11 0.45 4.14 4.03
C12 3.79 -1.36 2.99
C13 -3.29 -2.00 -4.51
C14 2.74 -0.29 2.74
C15 -4.78 -0.21 -8.66
C16 0.10 -3.59 -2.37
H1 -3.80 -1.97 -5.48
H2 -1.03 -3.88 -2.58
H3 -0.74 2.35 4.12
H4 1.75 -0.61 3.08
H5 2.03 3.81 9.34
H6 -0.36 -0.31 -0.46
H7 -5.07 -2.13 -3.27
H8 2.09 -5.69 -1.73
H9 -0.34 4.84 3.73
H10 -4.69 0.87 -8.85
H11 4.75 -1.09 2.56
H12 0.98 2.05 3.79
H13 1.18 -1.31 -0.03
H14 0.27 -0.08 -2.54
H15 0.54 4.18 5.12
H16 -4.20 -0.73 -9.43
H17 0.47 3.70 8.51
H18 -4.45 -3.68 -3.85
H19 1.48 -4.23 0.34
H20 0.75 -3.67 -3.37
H21 2.27 4.90 -0.17
H22 -6.81 -0.17 -7.87
H23 2.92 1.94 7.85
H24 4.04 5.30 1.48
H25 -0.63 -2.01 0.33
H26 -2.33 -2.51 -4.65
H27 1.59 1.44 8.92
H28 2.27 3.53 0.96
H29 4.82 4.94 -0.06
H30 -6.70 -0.28 -9.63
H31 3.00 0.62 3.28
H32 3.92 -1.51 4.06

Calculated values
Orbital gap = 1.93 eV
Net charge = -2
LUMO level = 2.6472 eV
HOMO level = 0.714 eV

Mulliken atomic charge list, values in e, 6 entries: Ga 0.180; Cl -0.138; Cl -0.166; Cl -0.131; Cl -0.153; Cl -0.186


2.
CH9BO2Ta as an isolated structure at a distorted geometry. Source: the OMol25 dataset; level of theory: ωB97M-V with the def2-TZVPD basis set.

Element x y z (Å)
Ta1 -1.34 0.49 -0.24
O1 -1.66 -1.50 0.61
O2 1.64 1.64 0.53
C1 1.69 -1.10 0.00
B1 0.94 0.38 0.16
H1 2.24 -1.07 -1.05
H2 -1.57 1.25 1.46
H3 -1.82 -1.41 1.59
H4 -3.19 0.64 -0.59
H5 1.90 2.13 -0.32
H6 -1.10 2.13 -1.06
H7 2.42 -1.27 0.90
H8 0.88 -1.97 -0.10
H9 -1.03 -0.34 -1.89

Calculated values
Orbital gap = 6.65 eV
Net charge = -1
LUMO level = 2.9814 eV
HOMO level = -3.664 eV

Mulliken atomic charge list, values in e, 6 entries: Ta 0.608; O -0.802; O -0.552; C -0.785; B 0.360; H 0.241


3.
C27H22Cl3IrN4O2SSb as an isolated structure. Source: the OMol25 dataset; level of theory: ωB97M-V with the def2-TZVPD basis set.

Element x y z (Å)
Ir1 -0.45 -0.39 -0.26
Sb1 -0.35 1.71 2.53
Cl1 0.18 -6.29 -1.70
Cl2 1.59 -5.12 0.57
Cl3 2.14 -4.18 -2.12
S1 0.45 -0.67 -2.34
O1 3.04 0.63 1.14
O2 1.48 -0.77 0.43
N1 -0.92 -2.97 -0.78
N2 -0.13 2.02 -0.48
N3 -2.34 0.40 0.54
N4 -0.60 -1.27 2.23
C1 1.99 0.19 -2.35
C2 0.47 2.40 0.66
C3 0.27 -2.91 3.73
C4 -2.25 1.20 1.63
C5 -3.52 0.08 0.02
C6 4.34 1.64 -2.63
C7 1.42 3.41 0.70
C8 1.06 3.71 -1.64
C9 -1.60 -3.49 2.17
C10 -0.60 -2.52 2.71
C11 3.61 1.30 -3.75
C12 0.91 -4.83 -1.04
C13 -3.39 1.70 2.23
C14 -0.14 -3.80 -0.89
C15 1.75 4.05 -0.49
C16 2.44 0.57 -3.61
C17 0.16 -0.35 2.85
C18 2.42 0.12 0.22
C19 -3.56 -0.82 -1.17
C20 -0.71 2.38 -2.82
C21 -4.70 0.56 0.59
C22 0.12 2.70 -1.61
C23 1.02 -0.66 3.89
C24 -4.64 1.37 1.71
C25 1.11 -1.98 4.30
C26 3.91 1.24 -1.37
C27 2.74 0.51 -1.20
H1 -0.07 2.23 -3.70
H2 -1.37 3.22 -3.04
H3 -2.66 -0.71 -1.78
H4 1.79 -2.26 5.09
H5 -1.13 -4.39 1.77
H6 -3.31 2.34 3.10
H7 -4.43 -0.60 -1.79
H8 1.25 4.23 -2.57
H9 -5.65 0.29 0.15
H10 0.25 -3.93 4.08
H11 -1.32 1.50 -2.66
H12 -2.21 -3.03 1.39
H13 1.90 3.67 1.63
H14 4.48 1.48 -0.49
H15 5.26 2.20 -2.73
H16 3.94 1.60 -4.74
H17 1.86 0.29 -4.48
H18 2.50 4.82 -0.51
H19 -5.54 1.75 2.16
H20 -3.62 -1.86 -0.85
H21 1.61 0.12 4.36
H22 -2.26 -3.81 2.98

Calculated values
<S²> = 6.021
Orbital gap (alpha / beta) = 7.89 / 6.22 eV
Net charge = +1
Spin multiplicity = 5
LUMO level (alpha / beta) = -2.5403 / -4.9168 eV
HOMO level (alpha / beta) = -10.435 / -11.138 eV

Mulliken atomic charge list, values in e, 6 entries: Ir 1.833; Sb 0.761; Cl -0.084; Cl -0.079; Cl -0.070; S -0.271


4.
An isolated ion of composition C8H13N6 and charge +1 at a distorted geometry. Source: the OMol25 dataset; level of theory: ωB97M-V with the def2-TZVPD basis set.

Element x y z (Å)
N1 -2.15 0.88 -0.99
N2 -0.88 0.55 0.94
N3 1.18 -1.29 -1.45
N4 1.37 1.40 1.13
N5 0.30 0.51 2.93
N6 0.45 -1.68 -2.51
C1 -0.68 -2.18 -2.00
C2 -0.61 -2.10 -0.61
C3 0.42 0.41 1.51
C4 -1.12 1.13 -0.19
C5 0.58 -1.52 -0.23
C6 1.15 -1.20 1.04
C7 -0.06 2.10 -0.81
C8 1.09 2.14 0.14
H1 -1.39 -2.46 -2.78
H2 -0.72 2.98 -0.81
H3 0.71 -1.75 1.85
H4 2.23 -1.17 1.04
H5 0.30 1.91 -1.90
H6 1.73 2.97 -0.04
H7 -1.36 -2.59 -0.06
H8 -1.52 -0.03 1.54
H9 0.19 -0.28 3.53
H10 -1.96 1.19 -1.97
H11 2.22 -0.93 -1.58
H12 -2.56 0.00 -1.02
H13 1.08 1.01 3.29

Calculated values
Orbital gap = 8.76 eV
Net charge = +1
LUMO level = -3.5949 eV
HOMO level = -12.356 eV
Structure (SMILES) = N[C@]1(Cc2ccn[nH]2)N=CCC(=[NH2+])N1

Mulliken atomic charge list, values in e, 6 entries: N -0.447; N -0.012; N 0.302; N -0.666; N -0.705; N -0.778


5.
A 2-piece molecular cluster, C15H13F11NO6S overall at a distorted geometry. Source: the OMol25 dataset; level of theory: ωB97M-V with the def2-TZVPD basis set.

Element x y z (Å)
S1 0.82 -1.14 0.22
F1 0.65 -3.83 1.11
F2 -1.81 -2.50 -0.43
F3 4.01 -0.98 2.19
F4 2.84 -3.10 0.54
F5 2.17 0.18 3.26
F6 4.02 -2.68 -3.75
F7 -1.61 -2.33 -2.85
F8 0.56 -2.26 3.52
F9 3.42 -1.47 4.45
F10 -0.29 -3.85 -1.64
F11 2.48 -3.65 3.19
O1 1.94 -0.03 0.24
O2 -3.38 5.15 4.17
O3 -0.27 -0.56 1.21
O4 -3.52 2.91 -0.67
O5 -1.22 4.37 0.10
O6 -5.52 3.42 3.53
N1 0.25 -1.38 -1.41
C1 -3.44 4.54 3.10
C2 -4.59 3.63 2.69
C3 -3.39 3.39 0.46
C4 1.36 -1.89 -2.35
C5 1.83 -2.37 2.72
C6 3.93 -1.50 -2.84
C7 -2.18 4.22 0.91
C8 -1.69 0.48 -1.47
C9 -0.85 -2.45 -1.55
C10 2.85 -1.16 3.08
C11 2.42 -0.79 -2.87
C12 1.55 -2.61 1.10
C13 -4.47 3.15 1.44
C14 -0.23 -0.06 -1.97
C15 -2.31 4.71 2.15
H1 2.52 0.20 -2.28
H2 -2.58 -0.28 -1.60
H3 -1.69 0.94 -0.37
H4 2.21 -0.51 -4.01
H5 -0.28 -0.15 -3.15
H6 0.51 0.85 -1.75
H7 2.00 -2.77 -1.85
H8 -1.51 5.32 2.56
H9 0.90 -2.39 -3.34
H10 -5.25 2.50 1.06
H11 -1.95 1.40 -2.18
H12 4.02 -1.93 -1.73
H13 4.80 -0.73 -2.96

Calculated values
Orbital gap = 1.94 eV
Net charge = -1
LUMO level = -1.1182 eV
HOMO level = -3.057 eV

Mulliken atomic charge list, values in e, 6 entries: S 0.774; F -0.308; F -0.173; F -0.206; F -0.279; F -0.190


6.
A 2-piece molecular cluster, CF3NO3S overall at a distorted geometry. Source: the OMol25 dataset; level of theory: ωB97M-V with the def2-TZVPD basis set.

Element x y z (Å)
S1 -1.07 -0.66 -1.16
F1 1.57 1.46 0.10
F2 1.68 -0.36 1.11
F3 2.48 -0.41 -0.96
O1 -1.44 -2.05 -1.02
O2 -0.93 1.42 0.47
O3 -2.36 0.02 1.14
N1 -1.57 0.44 0.39
C1 1.65 0.13 -0.08

Calculated values
Orbital gap (alpha / beta) = 9.61 / 7.73 eV
Net charge = 0
LUMO level (alpha / beta) = -0.6014 / -2.1053 eV
HOMO level (alpha / beta) = -10.212 / -9.832 eV

Mulliken atomic charge list, values in e, 6 entries: S 0.444; F -0.161; F -0.158; F -0.147; O -0.339; O -0.488


7.
C14H33Cl6N5O13 as an isolated structure at a distorted geometry. Source: the OMol25 dataset; level of theory: ωB97M-V with the def2-TZVPD basis set.

Element x y z (Å)
Cl1 -0.77 2.37 -3.08
Cl2 1.44 3.03 4.46
Cl3 1.53 -4.63 -0.48
Cl4 -2.75 3.07 -0.56
Cl5 3.24 -2.03 0.39
Cl6 1.34 1.22 1.82
O1 -0.55 -3.07 0.04
O2 1.02 -2.19 4.64
O3 4.28 1.06 -0.92
O4 0.04 1.41 -4.72
O5 0.07 -0.89 -1.25
O6 -1.38 -1.97 1.72
O7 -0.81 -1.90 3.70
O8 0.48 -0.52 0.71
O9 2.71 -0.22 -1.89
O10 -3.36 2.88 1.30
O11 -1.34 3.57 1.53
O12 2.16 0.66 -4.78
O13 -1.58 -0.15 0.05
N1 1.05 0.86 -4.23
N2 -1.44 -2.45 0.57
N3 -2.17 2.71 1.27
N4 3.19 0.50 -0.97
N5 0.37 -2.19 3.64
C1 0.91 -2.98 -0.58
C2 0.51 3.43 3.03
C3 1.04 -2.41 2.28
C4 2.38 0.61 0.26
C5 -3.06 1.93 -1.80
C6 1.25 2.96 1.82
C7 2.04 -1.97 -0.90
C8 -2.64 -2.19 -0.29
C9 -0.65 -1.10 -2.42
C10 -1.76 1.17 -2.28
C11 0.20 -0.22 2.10
C12 -1.70 1.27 1.08
C13 0.94 0.48 -2.80
C14 -0.43 -0.46 -0.14
H1 1.83 -0.11 -2.57
H2 0.82 1.35 -2.15
H3 0.43 -2.03 1.45
H4 -2.31 -2.02 -1.32
H5 0.65 3.19 0.94
H6 1.19 -0.02 2.51
H7 -1.48 -1.73 -2.10
H8 1.77 -0.91 -0.93
H9 0.40 4.52 3.05
H10 -3.56 2.47 -2.60
H11 -2.05 0.42 -3.02
H12 -3.33 -3.03 -0.19
H13 2.50 -0.36 0.74
H14 0.06 -0.15 -2.73
H15 2.04 -1.99 2.31
H16 -2.15 1.06 0.11
H17 -0.29 0.75 2.18
H18 -0.32 -1.00 2.64
H19 2.76 1.46 0.82
H20 1.02 -3.50 2.17
H21 2.44 -2.14 -1.90
H22 2.26 3.37 1.87
H23 1.33 0.74 -0.04
H24 -3.74 1.21 -1.35
H25 -0.61 1.25 1.02
H26 -1.14 -0.19 -2.78
H27 -0.51 3.04 3.10
H28 -2.07 0.64 1.88
H29 0.13 -2.90 -1.33
H30 -1.16 0.80 -1.45
H31 -3.10 -1.27 0.07
H32 -0.12 -1.72 -3.14
H33 0.51 -2.83 0.42

Calculated values
Orbital gap = 7.24 eV
Net charge = 0
LUMO level = -0.9355 eV
HOMO level = -8.174 eV

Mulliken atomic charge list, values in e, 6 entries: Cl -0.173; Cl -0.201; Cl -0.182; Cl -0.184; Cl -0.260; Cl 0.391


8.
An isolated ion of composition C3H8NS and charge -1 at a distorted geometry. Source: the OMol25 dataset; level of theory: ωB97M-V with the def2-TZVPD basis set.

Element x y z (Å)
S1 -2.31 -0.70 2.10
N1 0.33 -0.03 -0.98
C1 1.69 0.29 -0.67
C2 -0.49 -0.72 -0.02
C3 -1.41 0.26 0.84
H1 0.10 -1.24 0.73
H2 -1.24 -1.45 -0.34
H3 -2.00 0.77 0.07
H4 1.80 1.12 0.04
H5 -0.76 0.99 1.32
H6 -0.15 0.81 -1.31
H7 2.28 0.50 -1.56
H8 2.16 -0.59 -0.22

Calculated values
Orbital gap = 6.14 eV
Net charge = -1
LUMO level = 3.8760 eV
HOMO level = -2.260 eV
Structure (SMILES) = CNCC[S-]

Mulliken atomic charge list, values in e, 6 entries: S -0.663; N -0.287; C -0.816; C -0.555; C -0.730; H 0.223


E_tot / Eh: -8280.9816; -275.6858; -3534.6133; -640.8800; -2581.7331; -1016.1430; -4563.8568; -572.0473